{"formula": "CH5N3O2S", "method": "ωB97M-V with the def2-TZVPD basis set", "orbital_gap_ev": 9.0204, "spin_multiplicity": 1, "fmax_ev_per_a": 6.1, "e_above_lowest_kj_mol": 663.0, "homo_energy_ev": -8.99, "species": ["C", "H", "H", "H", "H", "H", "N", "N", "N", "O", "O", "S"], "xyz": [[0.15402, -0.06243, -0.07099], [-0.25711, 2.51298, 1.18533], [1.60815, 0.51210, 1.37512], [-0.03930, -1.89343, 0.96009], [-0.23360, -3.30318, -0.99231], [-2.06815, 1.51641, -1.57986], [0.89151, 1.03747, 0.70050], [0.68447, -1.32251, 0.16818], [-0.74527, 0.22699, -0.86126], [-0.16133, 1.58731, 1.58116], [-0.86459, 1.59640, -1.25467], [1.03120, -2.40812, -1.21130]], "mulliken_charge": [0.39, 0.35, 0.31, 0.35, 0.16, 0.41, -0.31, -0.38, -0.32, -0.43, -0.41, -0.11]}